Entry 1:
{
  "formula": "C4H10N3O",
  "method": "the ωB97M-V functional and the def2-TZVPD basis",
  "species": ["H", "N", "C", "O", "C", "C", "N", "N", "C", "H", "H", "H", "H", "H", "H", "H", "H", "H"],
  "coordinates": [[2.50, -1.78, 0.02], [1.50, -1.62, 0.03], [1.04, -0.48, 0.01], [1.44, 0.76, -0.03], [2.86, 0.97, -0.06], [-0.77, -0.55, 0.06], [-1.22, -1.76, 0.04], [-1.35, 0.60, 0.05], [-2.77, 0.90, 0.00], [3.31, 0.40, -0.87], [3.30, 0.67, 0.89], [3.01, 2.03, -0.22], [-0.52, -2.50, 0.02], [-2.20, -2.01, 0.01], [-0.74, 1.42, 0.07], [-3.35, 0.00, -0.19], [-3.09, 1.34, 0.95], [-2.96, 1.62, -0.79]],
  "mulliken_charge": [0.291, -0.620, 0.759, -0.342, -0.748, 0.419, -0.308, -0.191, -0.839, 0.342, 0.349, 0.260, 0.254, 0.188, 0.246, 0.329, 0.312, 0.299],
  "e_homo_ev": -14.88,
  "energy_ev": -10821.0745,
  "charge": 1,
  "e_above_lowest_kj_mol": 31.8,
  "smiles": "[H]/N=C(\\OC)C(=[NH2+])NC"
}

---

Entry 2:
{
  "formula": "C4H10N3O",
  "method": "the ωB97M-V functional and the def2-TZVPD basis",
  "species": ["H", "N", "C", "O", "C", "C", "N", "C", "N", "H", "H", "H", "H", "H", "H", "H", "H", "H"],
  "coordinates": [[1.30, 1.66, 1.14], [0.50, 1.24, 0.61], [0.45, 0.23, -0.10], [1.34, -0.67, -0.39], [2.72, -0.64, 0.10], [-0.90, 0.00, -0.75], [-1.62, 1.22, -0.50], [-1.51, -1.14, 0.00], [-2.55, -0.89, 0.63], [-2.97, -1.55, 1.26], [3.26, -0.47, -0.91], [3.03, -1.53, 0.49], [2.97, 0.13, 0.69], [-0.67, -0.13, -1.87], [-2.51, 1.16, -0.08], [-1.57, 1.87, -1.30], [-1.11, 1.70, 0.29], [-1.03, -2.19, 0.07]],
  "mulliken_charge": [0.232, -0.602, 0.587, -0.295, -0.756, -0.074, -0.291, -0.219, -0.534, 0.267, 0.264, 0.284, 0.412, 0.343, 0.312, 0.385, 0.302, 0.381],
  "e_homo_ev": -14.41,
  "energy_ev": -10819.7677,
  "charge": 1,
  "e_above_lowest_kj_mol": 157.9,
  "smiles": "[H]/N=C(\\OC)[C@H]([NH3+])/C=N/[H]"
}

---

- Look up the charge of the second one.
  +1

---

- What is the charge in the first record?
  +1

---

- Look up the charge of the first one.
  +1

---

- Number 2 is which compound?
  C4H10N3O